Here is 8 unconnected molecules or ions with the total composition C10H38N2O9 at a distorted geometry from the Open Molecules 2025 dataset. Energies are from ωB97M-V with the def2-TZVPD basis set.

Each line ends with the Mulliken charge.
Cartesian coordinates (Å):
C (9.82784, -7.62705, 19.15687)  -0.744
O (9.75815, -6.67045, 18.12269)  -0.323
C (11.01432, -6.17138, 17.79936)  -0.963
C (10.87014, -5.15062, 16.68308)  0.605
C (10.19488, -5.73020, 15.43326)  -1.316
N (12.24092, -4.69853, 16.28868)  -0.578
H (9.91460, -7.09506, 20.12279)  0.280
H (10.69720, -8.27275, 19.03220)  0.312
H (8.90605, -8.17290, 19.36034)  0.276
H (11.57127, -5.73067, 18.63970)  0.368
H (11.74260, -6.90977, 17.42605)  0.421
H (10.34268, -4.26854, 17.05671)  0.269
H (9.10902, -5.74520, 15.53523)  0.315
H (10.51281, -6.76671, 15.30095)  0.299
H (10.46339, -5.17691, 14.53508)  0.363
H (12.19392, -3.73981, 15.96925)  0.279
H (12.74853, -4.71494, 17.17072)  0.148
C (17.10058, -6.15866, 14.22568)  -0.782
O (17.94106, -7.26514, 13.99364)  -0.317
C (19.29935, -7.01860, 14.32436)  -0.749
C (20.19231, -7.85574, 13.39542)  0.527
C (19.91310, -9.33670, 13.53769)  -1.368
N (21.59994, -7.62928, 13.76090)  -0.729
H (17.16347, -5.74883, 15.23973)  0.444
H (16.06394, -6.50690, 14.18053)  0.130
H (17.22073, -5.42429, 13.42304)  0.319
H (19.58035, -5.96181, 14.38291)  0.422
H (19.48946, -7.35513, 15.35540)  0.236
H (20.05334, -7.51608, 12.36985)  0.331
H (20.20371, -9.71475, 14.51715)  0.289
H (20.52472, -9.83044, 12.77749)  0.345
H (18.89376, -9.63895, 13.29802)  0.371
H (21.87825, -6.69315, 13.48100)  0.272
H (21.76769, -7.65120, 14.76170)  0.261
O (14.40038, -6.83232, 12.08523)  -0.514
C (13.66753, -5.68206, 12.39790)  -0.118
C (13.49110, -4.77710, 11.17221)  -0.270
O (12.75847, -3.60970, 11.51513)  -0.483
H (13.85601, -7.46473, 11.59311)  0.247
H (12.72341, -5.93720, 12.88759)  0.134
H (14.21911, -5.03333, 13.08356)  0.124
H (12.99149, -5.24302, 10.31808)  0.275
H (14.50823, -4.48540, 10.88374)  0.165
H (12.83427, -2.91064, 10.84815)  0.325
O (13.46996, -1.32875, 9.96741)  -0.598
H (13.62264, -0.49492, 10.42807)  0.284
H (13.71662, -1.15438, 9.05232)  0.282
O (12.49634, -8.07924, 10.14979)  -0.660
H (11.82432, -7.42309, 9.93094)  0.297
H (12.98051, -8.22092, 9.32647)  0.330
O (12.93876, -2.51366, 14.10600)  -0.699
H (12.89474, -3.46046, 14.27998)  0.335
H (13.06993, -2.46465, 13.14130)  0.398
O (16.90190, -7.68069, 11.27709)  -0.673
H (16.03658, -7.28916, 11.53092)  0.492
H (17.28981, -7.97958, 12.11099)  0.312
O (14.40087, -4.85158, 7.87755)  -0.607
H (13.91593, -4.66584, 7.06522)  0.312
H (14.50562, -3.99413, 8.30440)  0.298

maximum force	1.6	eV/A
structure (SMILES)	COC[C@H](C)N.COC[C@H](C)N.OCCO.O.O.O.O.O
spin multiplicity	1
frontier orbital gap	8.9	eV
HOMO energy	-9.07	eV
total energy	-1190.3968	Eh
E_LUMO	-0.15	eV